81
Properties=species:S:1:pos:R:3:forces:R:3 method="wB97M-V/def2-TZVPD" charge=0 homo_lumo_gap_ev="7.0 / 7.0" lumo_ev="-1.5566 / -1.6481" multiplicity=2
Hg 0.194 -0.160 -0.852 -0.18 0.22 0.56
C 3.148 2.612 -2.896 -0.08 0.08 -0.04
C 2.080 1.621 -2.560 -0.29 0.23 -0.36
N 2.212 0.703 -1.693 -0.38 -0.42 -0.31
O 3.325 0.621 -0.949 0.33 -0.21 0.49
B 3.713 -0.767 -0.515 0.37 -0.03 -0.04
F 4.247 -1.459 -1.594 -0.25 0.19 0.35
F 4.561 -0.610 0.557 -0.25 -0.04 -0.30
O 2.586 -1.733 0.058 0.78 0.02 -0.02
N 1.550 -1.967 -0.701 -0.65 0.06 -0.25
C 1.214 -3.356 -0.946 -0.37 0.03 0.10
C 2.283 -4.308 -0.452 -0.10 0.09 0.22
C -1.458 -2.974 -1.172 0.00 -0.66 0.51
N -1.289 -1.764 -1.481 0.30 0.68 -0.42
O -2.352 -1.100 -2.034 -0.04 0.21 -0.23
B -2.094 -0.475 -3.398 -0.03 -0.17 -0.20
F -1.329 -1.378 -4.148 -0.21 0.30 0.24
F -3.346 -0.208 -3.910 0.32 -0.07 0.08
O -1.385 0.883 -3.430 -0.42 -0.14 -0.07
N -0.199 0.935 -2.810 0.31 -0.20 0.08
C 0.746 1.641 -3.297 0.33 0.09 0.06
C 0.605 2.431 -4.557 0.13 0.02 0.00
C -2.782 -3.644 -1.402 0.05 0.00 0.09
H 4.020 2.436 -2.273 0.00 -0.01 -0.01
H 2.788 3.633 -2.739 0.02 -0.05 -0.02
H 3.434 2.520 -3.946 -0.01 0.02 0.03
H 3.250 -3.930 -0.774 0.01 0.00 -0.03
H 2.128 -5.297 -0.865 -0.02 -0.08 0.01
H 2.282 -4.350 0.639 0.03 -0.01 -0.05
H -0.403 2.324 -4.941 -0.04 0.00 -0.02
H 1.313 2.068 -5.306 -0.01 0.03 0.02
H 0.820 3.487 -4.380 0.01 -0.05 -0.01
H -3.466 -3.369 -0.592 0.06 -0.02 -0.04
H -2.696 -4.727 -1.431 -0.04 0.03 0.01
H -3.218 -3.270 -2.325 0.01 -0.01 -0.03
Cl 1.172 -3.459 -2.765 -0.03 -0.02 0.19
C -0.319 -3.740 -0.433 0.33 0.29 -0.14
C -0.469 -5.202 -0.770 0.09 0.39 -0.40
C -0.409 -6.168 0.129 0.00 -0.39 0.32
C -0.203 -5.871 1.533 -0.04 -0.29 -0.18
C -0.165 -4.612 1.984 -0.06 0.26 -0.19
Cl 0.065 -4.371 3.680 -0.01 0.20 -0.04
C -0.373 -3.456 1.092 0.13 -0.29 0.07
S -0.587 -1.974 1.719 -0.04 -0.12 -0.06
H -0.571 -5.439 -1.823 0.01 0.07 0.04
H -0.489 -7.203 -0.181 0.02 0.04 0.07
H -0.080 -6.683 2.239 -0.03 0.02 -0.07
C 1.335 5.978 1.572 -0.07 0.01 0.04
C 2.047 5.085 0.786 0.01 0.00 -0.02
C 1.548 3.807 0.563 0.06 -0.04 -0.04
C 0.338 3.433 1.130 0.01 -0.15 -0.28
C -0.376 4.321 1.924 0.08 0.12 -0.04
C 0.124 5.595 2.144 0.04 0.03 -0.02
As -0.306 1.614 0.955 -0.13 -0.06 0.43
C 0.172 0.961 2.709 0.06 -0.13 -0.13
C 1.452 0.418 2.790 -0.01 -0.05 0.14
C 1.914 -0.086 3.998 -0.05 0.02 -0.04
C 1.094 -0.051 5.120 0.04 -0.02 -0.03
C -0.179 0.495 5.036 0.02 -0.03 -0.01
C -0.645 1.001 3.831 0.02 0.09 -0.01
C -2.214 1.842 0.828 0.02 0.01 -0.06
C -3.132 1.067 1.526 0.03 -0.05 -0.02
C -4.487 1.180 1.241 0.00 -0.01 -0.02
C -4.920 2.046 0.249 -0.01 0.04 -0.05
C -3.999 2.805 -0.467 -0.06 -0.03 0.03
C -2.648 2.702 -0.179 -0.14 -0.05 0.10
H 1.721 6.976 1.743 -0.02 -0.06 0.00
H 2.993 5.380 0.348 -0.04 -0.02 0.02
H 2.110 3.100 -0.037 0.02 0.01 0.00
H -1.317 4.021 2.365 -0.07 0.01 0.04
H -0.429 6.290 2.763 0.02 -0.01 -0.03
H 2.092 0.371 1.914 0.00 -0.03 0.01
H 2.905 -0.520 4.049 -0.03 0.03 0.02
H 1.447 -0.455 6.062 -0.01 0.02 -0.04
H -0.818 0.519 5.910 0.00 0.00 0.00
H -1.640 1.424 3.772 0.01 0.04 0.04
H -2.795 0.358 2.272 -0.03 -0.02 -0.01
H -5.202 0.576 1.786 0.03 0.02 -0.02
H -5.977 2.118 0.016 0.09 0.00 0.02
H -4.334 3.461 -1.261 0.02 -0.02 0.03
H -1.929 3.279 -0.747 0.03 0.07 -0.06

72
Properties=species:S:1:pos:R:3:forces:R:3 method="wB97M-V/def2-TZVPD" charge=-1 homo_lumo_gap_ev="6.2 / 5.9" lumo_ev="2.2018 / 2.0056" multiplicity=2 relative_energy_ev=0.0000
Cu -1.237 0.472 0.036 1.55 0.15 0.08
Cl -0.151 0.255 7.098 0.23 0.37 1.53
C -0.308 -0.044 5.452 -0.42 -0.71 -2.65
C -0.510 0.998 4.534 0.37 -0.38 0.69
C -0.684 0.742 3.180 -0.09 -0.78 1.20
Cl -1.069 2.094 2.184 -0.16 0.14 -0.01
C -0.691 -0.592 2.682 -0.08 0.04 -0.91
O -0.873 -0.896 1.434 -0.01 0.27 0.43
C -0.486 -1.640 3.633 0.15 2.24 0.71
Cl -0.428 -3.204 3.042 0.01 -1.57 -0.45
C -0.302 -1.372 4.980 0.07 0.48 0.18
H -0.502 2.016 4.911 -0.16 -0.05 -0.15
H -0.129 -2.187 5.677 -0.08 0.09 -0.12
C -3.174 0.562 -0.332 -0.43 0.03 -0.23
C -3.858 0.922 0.892 0.05 -0.25 0.27
C -3.930 0.040 2.040 -0.60 0.86 -0.66
C -4.489 0.467 3.238 0.61 -1.08 -0.62
C -4.911 1.783 3.359 -0.50 0.26 0.38
C -4.954 2.637 2.258 0.65 -0.63 -0.72
C -4.429 2.215 1.053 -0.15 0.05 -0.16
C -5.184 2.336 4.633 -0.18 1.56 2.26
N -5.275 2.926 5.642 -0.10 -1.24 -1.67
H -3.175 1.257 -1.188 -0.59 -0.17 0.37
H -3.143 -0.483 -0.652 -0.54 0.15 0.19
H -3.546 -0.963 1.935 0.03 -0.13 0.02
H -4.600 -0.246 4.075 0.30 0.62 -0.42
H -5.385 3.615 2.338 -0.04 0.40 0.20
H -4.452 2.901 0.195 0.04 -0.39 0.34
Te -0.706 -2.037 -1.574 0.34 0.14 -0.36
C -1.066 -3.193 -3.322 0.26 -0.54 -0.42
C -0.608 -4.515 -3.286 -0.01 -0.18 -0.04
C -0.566 -5.315 -4.424 -0.43 0.20 -0.76
C -1.032 -4.801 -5.654 -0.27 0.24 0.94
C -1.580 -3.503 -5.671 0.61 -0.48 -0.27
C -1.538 -2.693 -4.542 -0.02 0.76 0.36
C 0.875 -1.115 -2.659 0.11 0.15 -0.27
C 0.644 0.077 -3.371 -0.53 -0.50 0.20
C 1.642 0.641 -4.138 1.30 0.05 0.39
C 2.941 0.097 -4.111 -0.45 -0.27 -0.27
C 3.151 -1.131 -3.471 -0.20 0.62 -0.16
C 2.120 -1.737 -2.761 -0.14 -0.27 -0.16
H -0.233 -4.935 -2.355 -0.09 0.16 -0.08
H -0.204 -6.346 -4.340 -0.04 0.45 -0.15
H -0.991 -5.403 -6.562 -0.09 0.15 0.24
H -1.975 -3.086 -6.595 0.13 -0.12 0.08
H -1.802 -1.615 -4.634 -0.03 -1.00 0.17
H -0.348 0.540 -3.359 0.34 -0.18 0.15
H 1.476 1.559 -4.684 -0.13 0.04 -0.02
H 3.749 0.620 -4.634 -0.27 -0.35 0.17
H 4.113 -1.622 -3.493 0.17 0.07 -0.08
H 2.306 -2.738 -2.347 -0.24 0.59 0.10
C 3.071 3.391 -0.221 0.61 0.49 -0.64
C 2.402 2.377 0.651 -0.42 -0.27 -0.67
C 2.279 2.840 2.062 0.27 0.07 1.18
O 1.063 2.305 0.067 0.84 -0.60 0.06
B 0.803 0.978 -0.104 -2.30 -0.99 0.29
O 1.782 0.079 0.214 0.07 1.40 0.17
C 2.954 0.911 0.531 -0.14 -1.17 -0.40
C 3.861 0.639 -0.647 0.23 0.47 -0.89
C 3.539 0.284 1.775 0.44 0.03 0.63
H 2.534 4.349 -0.144 0.17 -0.34 0.03
H 2.991 3.046 -1.265 0.24 0.34 0.39
H 4.121 3.557 0.050 -0.10 -0.03 -0.12
H 1.784 3.821 2.100 -0.04 -0.40 0.02
H 3.298 2.974 2.475 -0.44 -0.09 -0.02
H 1.738 2.095 2.684 0.26 0.70 -0.33
H 3.394 1.029 -1.593 0.57 -0.44 0.86
H 3.971 -0.457 -0.752 0.00 0.61 0.06
H 4.850 1.102 -0.495 -0.19 -0.13 -0.22
H 2.825 0.305 2.605 0.16 -0.02 -0.13
H 4.470 0.789 2.091 -0.33 -0.14 -0.09
H 3.777 -0.773 1.575 -0.11 0.41 -0.02

79
Properties=species:S:1:pos:R:3:forces:R:3 method="wB97M-V/def2-TZVPD" charge=+1 homo_lumo_gap_ev=7.0 lumo_ev=-3.2475 multiplicity=1 relative_energy_ev=0.0000
Sn -0.132 0.110 -0.011 -0.23 -0.17 0.05
C 1.572 3.809 1.524 0.00 0.06 0.06
C 0.920 2.461 1.672 -0.17 0.04 -0.01
O 0.287 2.050 0.614 0.00 0.10 -0.10
C 0.969 1.785 2.858 0.07 -0.26 0.01
C 0.419 0.487 3.104 0.10 0.20 0.08
C 0.506 -0.046 4.504 -0.09 -0.02 -0.02
N -0.119 -0.241 2.162 0.18 -0.01 -0.02
N -0.568 -1.495 2.556 -0.02 -0.10 -0.02
C -0.792 -2.271 1.541 -0.02 0.11 0.02
O -0.610 -1.922 0.291 0.06 0.04 0.10
C -1.216 -3.666 1.794 -0.07 -0.04 0.06
C -0.939 -4.653 0.852 0.01 0.04 0.01
C -1.311 -5.967 1.093 0.00 -0.03 -0.01
C -1.968 -6.297 2.269 -0.01 -0.01 0.01
C -2.246 -5.315 3.211 -0.01 0.00 0.00
C -1.868 -4.003 2.979 0.02 0.01 -0.02
H 2.629 3.755 1.786 0.00 0.00 -0.01
H 1.111 4.540 2.192 0.00 -0.02 0.01
H 1.470 4.158 0.499 0.01 -0.01 -0.01
H 1.486 2.255 3.681 0.00 0.00 0.00
H 0.910 0.706 5.176 0.01 0.00 -0.01
H 1.132 -0.938 4.531 0.00 -0.01 -0.02
H -0.480 -0.359 4.846 0.00 0.00 0.00
H -0.420 -4.386 -0.059 0.01 -0.01 0.01
H -1.086 -6.734 0.364 0.00 0.00 0.00
H -2.264 -7.322 2.454 0.00 0.00 0.00
H -2.761 -5.573 4.126 0.00 0.00 0.00
H -2.077 -3.228 3.704 0.00 0.00 0.00
C -2.445 -3.068 -2.052 -0.02 -0.08 -0.02
N -2.978 -1.745 -2.339 0.00 0.14 -0.10
C -4.306 -1.435 -2.477 -0.03 0.05 0.01
C -4.370 -0.109 -2.763 -0.07 -0.04 0.07
N -3.094 0.383 -2.794 0.00 -0.10 -0.12
B -2.735 1.861 -3.082 0.02 0.00 0.04
N -2.592 2.675 -1.723 0.00 -0.04 0.09
C -2.531 4.047 -1.783 0.00 0.09 -0.01
C -2.445 4.529 -0.522 0.00 0.02 -0.04
N -2.453 3.443 0.315 -0.01 -0.02 -0.08
C -2.394 3.516 1.764 0.04 0.00 0.04
C -2.538 2.319 -0.434 0.01 0.08 0.05
S -2.585 0.730 0.263 -0.02 -0.12 -0.02
C -2.255 -0.626 -2.527 0.02 -0.04 0.12
S -0.535 -0.496 -2.439 0.07 0.01 -0.03
H -3.250 -3.789 -2.161 0.00 0.01 0.00
H -2.049 -3.093 -1.043 0.01 0.00 0.01
H -1.652 -3.302 -2.758 0.01 0.01 0.00
H -5.076 -2.178 -2.375 0.00 0.01 -0.01
H -5.218 0.524 -2.954 0.00 -0.01 -0.01
H -3.652 2.356 -3.675 -0.05 0.02 -0.04
H -1.697 1.938 -3.679 0.04 0.00 -0.02
H -2.575 4.562 -2.726 0.00 0.00 0.01
H -2.390 5.537 -0.149 -0.01 -0.01 -0.01
H -1.671 4.278 2.047 -0.01 0.00 0.00
H -2.075 2.554 2.152 0.00 -0.01 0.00
H -3.372 3.769 2.170 0.00 -0.01 0.01
Se 7.547 0.580 -2.484 -0.05 0.00 0.02
N 6.086 1.482 -2.949 0.04 0.01 -0.02
C 5.101 1.014 -2.233 0.12 -0.01 -0.02
C 3.734 1.499 -2.326 -0.16 0.01 0.06
C 3.330 2.516 -3.189 -0.03 -0.01 0.03
C 2.004 2.900 -3.194 0.03 0.01 0.00
C 1.112 2.257 -2.343 0.03 0.08 0.04
N 1.495 1.292 -1.520 0.02 0.05 -0.20
C 2.768 0.914 -1.504 0.02 0.02 -0.04
C 3.098 -0.169 -0.572 0.10 -0.04 0.01
N 2.093 -0.677 0.166 0.07 0.06 -0.04
C 2.366 -1.656 1.023 -0.01 -0.02 0.02
C 3.643 -2.178 1.186 0.02 -0.02 0.01
C 4.678 -1.671 0.434 -0.04 0.05 -0.02
C 4.408 -0.641 -0.468 -0.22 -0.06 0.10
C 5.432 -0.042 -1.311 0.11 0.04 -0.06
N 6.682 -0.416 -1.291 0.04 -0.02 0.00
H 4.059 2.982 -3.839 0.01 0.00 0.00
H 1.648 3.679 -3.853 0.01 0.00 0.00
H 0.062 2.521 -2.331 0.01 -0.04 -0.01
H 1.546 -2.041 1.610 -0.01 0.02 0.01
H 3.800 -2.975 1.899 0.00 0.00 -0.01
H 5.687 -2.048 0.522 0.01 0.01 0.00